# 1
ORCA calculation (ωB97M-V/def2-TZVPD) on a gas-phase ion, C9H8NO2 (charge +1) in a non-equilibrium geometry.

Results
- Largest force on an atom: 4.36 eV Å⁻¹
- Molar mass: 162.17 g/mol
- Relative energy (zero: lowest compared OMol25 entry of this formula, charge and spin): 111.2 kcal/mol
- LUMO energy (spin up / spin down): -5.12 / -5.12 eV
- Orbital gap (spin up / spin down): 7.879 / 7.880 eV
- Charge: +1

```
20
Properties=species:S:1:pos:R:3:nbo_charge:R:1
C 0.89400 1.67066 0.04102 -0.049
C 2.18646 1.38208 0.01635 -0.314
C 1.55582 -0.97407 -0.02525 -0.252
C -0.08869 0.67636 0.02216 -0.284
C 0.16875 -0.68620 -0.02692 0.001
C 2.58017 0.04678 -0.02031 0.435
C -0.95806 -1.58595 -0.32307 0.075
C -1.39733 1.13204 0.16210 0.530
C -3.78438 0.54954 -0.07484 0.017
N -1.44676 -2.50681 0.35713 -0.534
O 3.83519 -0.34436 -0.03354 -0.605
O -2.52603 0.77381 -0.02633 -0.274
H 0.45982 2.76202 -0.04253 0.263
H 2.98787 2.11721 0.25355 0.247
H 1.93683 -2.07362 0.01766 0.261
H -1.49736 -1.32853 -1.32000 0.186
H -4.43117 0.34221 0.70767 0.223
H -0.86895 -2.90101 1.19380 0.366
H -4.08475 0.70614 -1.10391 0.202
H 4.47857 0.24170 0.22527 0.506
```

***

# 2
ORCA calculation (ωB97M-V/def2-TZVPD) on a molecular structure, C29H28MnN7OS.

Results
- Spin multiplicity: 2
- Largest force on an atom: 0.35 eV Å⁻¹
- Molar mass: 577.60 g/mol
- Relative energy (zero: lowest compared OMol25 entry of this formula, charge and spin): 0.0 kcal/mol
- LUMO energy (spin up / spin down): -3.15 / -3.15 eV
- Orbital gap (spin up / spin down): 6.804 / 6.310 eV
- Charge: +1

```
67
Properties=species:S:1:pos:R:3:mulliken_spin:R:1
Mn 0.33252 0.34403 0.92090 1.071
N -1.44897 2.28068 -2.48050 0.007
C -0.56551 1.78188 -1.61253 0.027
N -0.88384 1.05888 -0.58378 -0.007
C -2.23987 0.85603 -0.27565 0.015
N -2.59082 0.33781 0.85255 -0.009
N -1.47805 0.07447 1.62655 -0.015
C -1.62750 -0.42172 2.79729 -0.025
C -0.37624 -0.61064 3.52782 -0.006
C -0.30479 -1.13703 4.80794 -0.007
C 0.93571 -1.25444 5.41256 0.000
C 2.06459 -0.83947 4.72344 -0.004
C 1.91507 -0.32352 3.44573 0.009
N 0.72722 -0.21017 2.85815 -0.012
C -3.23870 1.27385 -1.25452 -0.002
C -4.59877 0.98745 -1.11137 0.002
C -5.50111 1.43208 -2.05249 0.001
C -5.06054 2.17494 -3.15006 -0.001
C -3.72269 2.46800 -3.30936 0.000
C -2.81518 2.01147 -2.35861 -0.005
H -1.12102 2.83753 -3.25359 -0.001
H 0.48711 1.98772 -1.78433 -0.003
H -2.60180 -0.66346 3.20893 0.000
H -1.20952 -1.44811 5.31260 0.000
H 1.02110 -1.66392 6.41000 0.000
H 3.04900 -0.91283 5.16262 0.000
H 2.76235 0.00969 2.85935 -0.004
H -4.91746 0.41760 -0.24985 0.000
H -6.55293 1.20896 -1.94098 0.000
H -5.77231 2.52567 -3.88494 0.000
H -3.37830 3.04359 -4.15970 0.000
S 4.15298 2.24648 -0.44589 0.002
C 4.24219 0.63577 -1.00984 -0.010
C 3.12705 -0.08592 -0.68802 0.010
C 2.13610 0.64539 0.04372 -0.048
C 2.59144 1.93126 0.22970 0.014
C 1.79142 2.86555 0.98995 0.010
C 2.11069 4.19924 1.25254 0.002
C 1.23687 4.97001 1.98967 -0.003
C 0.05292 4.40461 2.45250 0.004
C -0.19839 3.08170 2.15452 0.008
N 0.64096 2.31981 1.44596 -0.024
H 5.11798 0.30681 -1.54801 0.000
H 3.03033 -1.13059 -0.96324 0.002
H 3.03870 4.61020 0.87781 0.000
H 1.47040 6.00455 2.20453 0.000
H -0.65750 4.97525 3.03277 0.000
H -1.10574 2.59593 2.49425 -0.004
O 0.31624 -1.67151 0.51005 0.001
C 0.22314 -2.33934 -0.52965 -0.001
C 0.14249 -3.83799 -0.46230 0.000
C 1.42215 -4.51702 -0.97472 0.000
C 1.52177 -4.60916 -2.49516 0.000
C 1.54741 -3.27173 -3.22869 0.000
C 0.29033 -2.43303 -3.02109 -0.001
N 0.24401 -1.75039 -1.73196 0.005
H -0.72096 -4.18736 -1.03616 0.000
H -0.02794 -4.08378 0.58345 -0.001
H 1.44933 -5.52764 -0.56542 0.000
H 2.29362 -3.99659 -0.56530 0.000
H 0.67525 -5.19681 -2.86712 0.000
H 2.42112 -5.17086 -2.75414 0.000
H 1.65609 -3.46088 -4.29892 0.000
H 2.41654 -2.68154 -2.92224 0.000
H -0.60299 -3.05279 -3.13627 0.000
H 0.23032 -1.65487 -3.78088 0.000
H 0.43495 -0.75973 -1.70058 0.002
```

***

# 3
ORCA calculation (ωB97M-V/def2-TZVPD) on a molecular structure, C15H15ClN3NiO3SSe.

Results
- Spin multiplicity: 3
- Largest force on an atom: 0.83 eV Å⁻¹
- Molar mass: 490.48 g/mol
- LUMO energy (spin up / spin down): 2.62 / 2.61 eV
- Orbital gap (spin up / spin down): 8.143 / 8.113 eV
- Charge: -1

```
40
Properties=species:S:1:pos:R:3:mulliken_spin:R:1
Ni -1.37910 -0.77949 0.18609 1.722
Cl 1.72534 3.48803 5.38504 0.000
C 0.64954 2.26149 4.74517 0.000
C 0.22615 2.34535 3.43217 0.000
C -0.62261 1.36274 2.93620 -0.011
C -1.04003 0.30791 3.73646 0.000
C -0.61026 0.25908 5.05925 -0.001
C 0.23768 1.22810 5.57086 0.000
C -1.94626 -0.80177 3.24417 0.001
O -2.52870 -1.47803 4.07507 0.005
O -2.04580 -0.96586 1.96337 0.069
H 0.55952 3.15716 2.79968 0.000
H -0.96970 1.44027 1.91663 0.010
H -0.95700 -0.55826 5.67686 0.000
H 0.57787 1.18978 6.59719 0.000
C 1.96517 2.59941 -4.85152 0.000
C 0.75784 2.03905 -4.15304 -0.002
C -0.42265 1.78058 -4.83638 0.002
C -1.45518 1.24268 -4.09375 -0.002
N -1.35659 0.98649 -2.79561 0.002
C -0.17719 1.25305 -2.22199 -0.004
S -0.00738 0.98639 -0.49274 0.093
N 0.88568 1.77744 -2.85556 0.002
H 1.68938 3.14179 -5.75612 0.000
H 2.63769 1.78607 -5.13346 0.000
H 2.50996 3.25853 -4.17775 0.000
H -0.52904 1.99336 -5.89145 0.000
H -2.40954 1.00474 -4.55507 0.000
C 2.09475 -3.41739 -0.23888 0.003
C 0.63796 -3.03888 -0.35755 -0.005
O 0.35050 -1.86648 0.42598 0.040
H 2.28741 -4.33756 -0.79409 0.001
H 2.36823 -3.57690 0.80492 0.000
H 2.73716 -2.63464 -0.64980 0.000
H -0.01345 -3.81753 0.03238 0.001
H 0.35063 -2.85657 -1.39489 -0.001
H 0.94412 -1.14014 0.16333 -0.007
Se -2.52085 -1.65944 -1.65687 0.068
C -2.58077 -3.42349 -1.07515 -0.007
N -2.62048 -4.53707 -0.76915 0.020
```

***

# 4
ORCA calculation (ωB97M-V/def2-TZVPD) on a gas-phase ion, CH4BrN2 (charge +1) in a non-equilibrium geometry.

Results
- Largest force on an atom: 4.57 eV Å⁻¹
- Molar mass: 123.96 g/mol
- Relative energy (zero: lowest compared OMol25 entry of this formula, charge and spin): 41.7 kcal/mol
- LUMO energy: -5.13 eV
- Orbital gap: 9.911 eV
- Structure (SMILES): N/C=[NH+]/Br
- Charge: +1

```
8
Properties=species:S:1:pos:R:3:nbo_charge:R:1
N -1.00001 -0.21344 0.86348 -0.677
C -0.36556 -0.00884 -0.25120 0.385
N 0.93312 0.31511 -0.39442 -0.663
Br 1.89939 0.62868 -2.00891 0.363
H -1.88953 -0.58372 0.83745 0.434
H -0.43616 -0.41113 1.71804 0.431
H -0.97060 -0.00887 -1.12911 0.237
H 1.82935 0.28221 0.36468 0.489
```

***

# 5
ORCA calculation (ωB97M-V/def2-TZVPD) on 2 unconnected molecules or ions with the total composition C22H42Cl2F3N2O10PS in a non-equilibrium geometry.

Results
- Largest force on an atom: 8.07 eV Å⁻¹
- Molar mass: 685.52 g/mol
- Relative energy (zero: lowest compared OMol25 entry of this formula, charge and spin): 109.0 kcal/mol
- LUMO energy: -1.57 eV
- Orbital gap: 5.645 eV
- Charge: 0

```
83
Properties=species:S:1:pos:R:3:lowdin_charge:R:1
C 3.26600 3.07117 2.08088 -0.064
C 3.72959 2.52039 0.63621 -0.220
O 2.99919 3.27871 -0.37793 -0.179
C 2.24549 2.39269 -1.21933 -0.166
C 0.76078 2.10802 -0.57690 -0.186
O -0.02993 1.57551 -1.59386 -0.105
C -1.34332 1.07607 -1.44539 -0.276
C -2.01221 1.80105 -2.74868 -0.030
C -1.22047 3.08285 -3.33316 -0.602
O -0.18763 3.00975 -4.05746 -0.004
Cl -1.84725 4.82629 -3.19476 0.619
C -2.20233 1.69494 -0.20442 -0.567
C -2.31192 3.33145 -0.22883 -0.086
Cl -1.57484 1.38477 1.49868 0.767
N -3.64408 1.28835 -0.18298 -0.253
O -4.21140 1.36317 1.04542 -0.066
C -3.97308 0.08487 -0.95279 -0.080
C -2.74906 -0.97897 -0.87062 -0.202
C -2.81244 -1.56609 0.60572 -0.146
C -3.01379 -3.19078 0.57864 -0.363
C -4.49412 -3.63267 0.11952 -0.092
C -2.88998 -3.64206 2.14876 -0.093
N -1.43278 -0.47142 -1.43817 -0.113
C -0.21629 -1.07019 -0.72066 -0.112
C 1.14186 -1.21441 -1.54820 -0.150
C 2.35750 -1.16035 -0.44977 -0.346
C 2.24349 -2.59398 0.34273 -0.081
C 3.81423 -1.16098 -1.13145 -0.086
C -1.40468 -1.09118 -2.80955 -0.175
P -1.22625 -2.87912 -3.17596 0.663
O -0.31762 -3.00816 -4.43432 -0.326
O -0.62407 -3.95743 -2.04454 -0.171
O -2.73580 -3.55814 -3.69778 -0.190
H 2.57532 3.97795 1.95312 0.084
H 4.21423 3.35236 2.66735 0.084
H 2.67660 2.21346 2.58459 0.083
H 4.86277 2.58745 0.45217 0.134
H 3.39474 1.41802 0.55894 0.089
H 2.01607 2.93102 -2.22250 0.139
H 2.77037 1.41951 -1.50214 0.103
H 0.99939 1.46212 0.35933 0.105
H 0.49812 3.14061 -0.11652 0.146
H -2.11743 1.19405 -3.70058 0.123
H -3.08986 2.17983 -2.54565 0.127
H -1.40721 3.85550 -0.65820 0.053
H -3.21954 3.60828 -0.87202 0.082
H -2.52795 3.70869 0.83314 0.096
H -5.05104 1.88182 1.03058 0.149
H -4.18712 0.26692 -2.06901 0.128
H -4.90915 -0.41369 -0.51742 0.149
H -3.19971 -1.84710 -1.50456 0.144
H -1.94682 -1.37978 1.31307 0.085
H -3.75708 -1.18993 1.16310 0.133
H -2.18455 -3.73075 0.00822 0.111
H -4.92539 -4.51282 0.71792 0.091
H -4.38770 -4.02851 -0.96811 0.078
H -5.25453 -2.78129 0.06923 0.077
H -2.72565 -4.78337 2.24750 0.095
H -3.92029 -3.38369 2.61611 0.091
H -2.10420 -3.02922 2.70970 0.079
H 0.05403 -0.47040 0.23344 0.118
H -0.40933 -2.12924 -0.32174 0.131
H 1.29959 -2.25313 -2.04192 0.112
H 1.31540 -0.45910 -2.38632 0.125
H 2.19899 -0.36478 0.35118 0.107
H 1.66288 -2.41653 1.32607 0.090
H 1.71819 -3.39891 -0.27948 0.074
H 3.27296 -3.01104 0.63872 0.086
H 4.58160 -1.73580 -0.48043 0.090
H 4.26777 -0.12607 -1.29904 0.068
H 3.81702 -1.71525 -2.14974 0.099
H -2.44886 -0.83365 -3.26105 0.132
H -0.67594 -0.49038 -3.48414 0.157
H -0.53949 -4.86920 -2.42584 0.123
H -3.11254 -2.99846 -4.42033 0.086
C 6.57098 1.99035 6.33052 -0.622
F 6.95951 0.70760 6.54608 0.089
F 6.85361 2.66237 7.47462 0.093
F 7.41751 2.48315 5.38983 0.087
S 4.78217 2.12842 5.83534 0.447
O 4.03161 1.55834 6.94924 -0.348
O 4.66429 1.35368 4.60082 -0.371
O 4.54287 3.55647 5.64776 -0.354
```

***

# 6
ORCA calculation (ωB97M-V/def2-TZVPD) on a single C5H5NO molecule in a non-equilibrium geometry.

Results
- Largest force on an atom: 3.43 eV Å⁻¹
- Molar mass: 95.10 g/mol
- Relative energy (zero: lowest compared OMol25 entry of this formula, charge and spin): 106.3 kcal/mol
- LUMO energy: 0.85 eV
- Orbital gap: 11.264 eV
- Structure (SMILES): N#C[C@H]1O[C@H]2C[C@H]21
- Charge: 0

```
12
Properties=species:S:1:pos:R:3:nbo_charge:R:1
N -0.78480 -1.75792 2.36101 -0.304
C -0.91852 -1.00624 1.49474 0.258
C -1.00270 -0.04753 0.39796 -0.006
O -0.37760 1.15532 0.78364 -0.542
C 0.40880 1.08649 -0.65829 0.024
C 1.36703 -0.02624 -0.49628 -0.427
C -0.10495 -0.30475 -0.78787 -0.263
H -2.04450 0.09685 0.08007 0.215
H -0.06129 2.03996 -0.54114 0.311
H 2.00810 -0.36345 -1.31349 0.247
H 1.80422 -0.11996 0.49398 0.249
H -0.38740 -0.87563 -1.66530 0.237
```